# 1
Here is C13Br10O3 as an isolated structure from the OMol25 dataset. Energies are from ωB97M-V/def2-TZVPD.

energy relative to the best compared isomer or geometry (same formula, charge and spin) = 0.104 eV
E_LUMO = -0.70 eV
Kohn-Sham gap = 8.82 eV
largest force on an atom = 2.90 eV/A

XYZ file:
```
26
Properties=species:S:1:pos:R:3:forces:R:3:mulliken_charge:R:1
O -0.05974 0.09974 0.66360 0.619 -0.303 -2.592 -0.5019
Br -1.11984 6.43246 0.51339 -0.290 -0.298 -0.360 -0.1309
Br -0.85585 -6.13989 2.13873 0.089 0.299 -0.264 -0.1261
Br -3.27533 4.48670 -1.19234 1.007 -0.325 0.223 -0.1127
Br 1.92186 5.59112 1.04129 -0.613 -1.140 -0.686 -0.1326
Br -2.64008 -5.06253 -0.40071 0.218 0.302 -0.003 -0.1056
Br 1.96165 -4.71636 2.99553 -0.459 0.689 -0.947 -0.1115
Br -2.23546 1.36130 -2.02519 0.578 0.677 0.417 -0.0879
Br 2.99636 2.51983 0.13854 -1.453 0.095 -0.460 -0.1129
Br -1.62181 -2.36917 -2.10743 0.508 -0.068 0.620 -0.1162
Br 3.02459 -1.95182 1.29692 -1.289 -0.395 -0.521 -0.1141
O 0.69217 0.96361 -1.31772 -0.072 -1.019 -0.123 -0.3735
O 0.92343 -1.21629 -0.92491 -0.237 1.024 -0.360 -0.3854
C 0.42393 -0.04286 -0.45241 -0.086 0.311 2.880 0.6834
C -0.56533 4.73693 -0.14734 -1.185 0.748 0.116 0.4799
C -0.28537 -4.61503 1.15772 0.538 0.282 0.584 0.2813
C -1.48063 3.90403 -0.81365 -0.182 -0.122 -0.011 -0.0988
C 0.72077 4.34507 0.11801 1.715 -0.093 0.445 -0.0566
C -1.08145 -4.13257 0.10786 0.900 0.475 -0.118 -0.1461
C 0.92699 -3.97001 1.54435 -0.293 0.089 -0.607 -0.0775
C -1.06164 2.62283 -1.17647 0.225 -0.429 -0.256 0.0697
C 1.17489 3.06973 -0.26791 -0.036 -0.164 -0.050 -0.1203
C -0.63696 -2.98270 -0.58938 -0.370 -0.577 0.174 0.2035
C 1.35066 -2.81591 0.82431 0.162 -0.684 0.959 -0.0113
C 0.26351 2.20605 -0.92148 0.178 1.176 0.782 0.6182
C 0.53867 -2.32427 -0.20330 -0.172 -0.550 0.159 0.5857
```
Positions in Å, forces in eV/Å.

# 2
Here is one molecule with the formula C21H32N2O4 from the OMol25 dataset. Energies are from ωB97M-V/def2-TZVPD.

energy relative to the best compared isomer or geometry (same formula, charge and spin) = 1.238 eV
SMILES = CCOCCCNC(=O)CN1[C@@H]2CC[C@H]1C[C@](O)(c1ccc(OC)cc1)C2
E_LUMO = 0.62 eV
Kohn-Sham gap = 9.14 eV
largest force on an atom = 0.70 eV/A

XYZ file:
```
59
Properties=species:S:1:pos:R:3:forces:R:3:mulliken_charge:R:1
C 5.35880 3.42941 -0.30915 -0.326 -0.156 -0.251 -1.0599
C 4.34345 3.22207 -1.43189 0.214 0.126 -0.014 -0.2725
O 3.67155 1.97974 -1.35707 0.245 -0.122 0.083 -0.4317
C 2.36696 1.99170 -0.84122 -0.372 0.110 0.156 -0.2356
C 2.26510 2.23006 0.67061 0.341 -0.311 -0.316 -0.6601
H 2.65196 3.22029 0.91439 -0.066 0.062 0.047 0.3593
H 1.20821 2.20823 0.94847 -0.082 0.087 0.023 0.4645
C 3.03390 1.18202 1.47338 0.184 0.224 0.131 -0.9198
N 2.42538 -0.12045 1.37397 -0.302 0.387 -0.002 0.0186
C 3.10869 -1.24728 1.10204 -0.325 -0.215 0.080 0.5631
O 4.31328 -1.30557 0.97775 0.376 -0.144 -0.067 -0.7001
C 2.20705 -2.48067 1.01594 0.107 -0.093 -0.085 -0.6016
N 0.86113 -2.11249 0.62459 0.023 0.008 0.279 0.1324
C 0.71392 -1.87252 -0.80877 -0.073 0.314 -0.410 -0.2241
C -0.51347 -0.97836 -0.99231 0.082 -0.312 -0.032 -1.6079
H -0.32523 -0.01837 -0.51102 0.027 0.010 -0.002 0.3837
H -0.69249 -0.80052 -2.05300 -0.057 0.103 -0.044 0.5498
C -1.79857 -1.59630 -0.40527 0.087 0.503 0.481 2.0264
C -2.78819 -0.47243 -0.10427 -0.119 -0.195 -0.240 -0.6195
C -3.97603 -0.35388 -0.80669 0.250 -0.147 0.048 -0.9623
C -4.87873 0.66434 -0.54425 -0.298 0.340 0.110 -0.5535
C -4.59921 1.60213 0.43989 0.085 -0.088 -0.031 0.8692
C -3.39546 1.50241 1.14014 -0.128 0.121 0.004 -1.0691
C -2.50896 0.48515 0.86860 -0.158 0.045 -0.034 -0.1228
H -1.58305 0.44119 1.42365 0.117 -0.010 0.079 0.2823
H -3.18041 2.24206 1.89518 0.031 0.091 0.099 0.4575
O -5.40766 2.64080 0.79020 0.309 -0.080 0.133 -0.4548
C -6.63227 2.79436 0.11563 -0.193 0.018 -0.111 -0.8515
H -7.28256 1.92521 0.25924 0.032 0.027 -0.020 0.3378
H -6.48317 2.96371 -0.95575 -0.008 -0.023 0.038 0.3376
H -7.10346 3.67180 0.55571 -0.008 -0.069 -0.065 0.2471
H -5.79023 0.71208 -1.11898 -0.095 0.045 -0.027 0.4065
H -4.20543 -1.05719 -1.59338 0.008 -0.039 -0.042 0.4838
O -2.31490 -2.46052 -1.40200 -0.056 -0.234 -0.262 -0.6658
H -3.07618 -2.92641 -1.03882 0.004 0.003 0.032 0.5066
C -1.50400 -2.38668 0.88995 0.204 -0.109 -0.126 -1.4224
H -1.48712 -1.70122 1.73682 -0.015 -0.046 0.016 0.4666
C -0.16064 -3.12354 0.85846 -0.415 -0.194 0.257 -0.1182
H -0.00687 -3.61044 1.82609 0.038 0.074 -0.053 0.5948
C -0.04871 -4.11594 -0.31585 0.048 -0.072 0.121 -0.8756
H -1.01327 -4.54828 -0.56949 -0.003 -0.086 0.007 0.4583
H 0.63071 -4.92712 -0.05240 -0.006 -0.028 -0.022 0.3671
C 0.52042 -3.26000 -1.45518 0.152 0.022 -0.074 -0.9233
H -0.16350 -3.19946 -2.29699 0.063 -0.042 -0.069 0.3813
H 1.47379 -3.65163 -1.80909 -0.005 -0.024 -0.022 0.4266
H -2.31511 -3.10038 1.05964 -0.106 0.039 0.006 0.3348
H 1.59558 -1.35730 -1.19892 -0.018 -0.002 0.044 0.3424
H 2.68866 -3.20734 0.34747 0.041 0.079 0.040 0.2684
H 2.17378 -2.92163 2.01756 0.025 -0.004 -0.071 0.4767
H 1.42018 -0.20591 1.43561 0.068 -0.143 -0.050 0.1890
H 3.08247 1.49036 2.52622 0.106 -0.015 -0.134 0.2075
H 4.05139 1.08016 1.08766 -0.070 0.082 0.133 0.5708
H 1.75662 2.74611 -1.36393 0.047 -0.122 0.016 0.3267
H 1.97018 1.00094 -1.07851 -0.096 0.091 0.008 -0.0451
H 3.61911 4.04733 -1.45312 0.014 -0.047 -0.046 0.3025
H 4.87746 3.21067 -2.38927 -0.105 0.097 0.093 0.3650
H 4.87381 3.55889 0.65442 -0.017 0.022 0.120 0.2149
H 6.01394 2.56440 -0.25282 0.105 -0.066 0.026 0.2712
H 5.95738 4.31220 -0.51988 0.087 0.107 0.015 0.4064
```
Positions in Å, forces in eV/Å.

# 3
Here is a 2-piece molecular cluster, C2H6OS overall from the OMol25 dataset. Energies are from ωB97M-V/def2-TZVPD.

energy relative to the best compared isomer or geometry (same formula, charge and spin) = 0.954 eV
SMILES = C=O.CS
E_LUMO = 0.61 eV
Kohn-Sham gap = 9.87 eV
largest force on an atom = 2.79 eV/A

XYZ file:
```
10
Properties=species:S:1:pos:R:3:forces:R:3:mulliken_charge:R:1
C 0.69866 -0.49126 -1.19356 2.489 0.205 0.126 -0.6852
S 0.85412 -1.54198 0.31262 -0.350 0.549 0.062 -0.1860
H 0.26275 0.50310 -1.07900 -0.027 -0.378 0.313 0.2909
H 1.77478 -0.34773 -1.58328 -1.872 -0.276 0.269 0.2580
H 0.10225 -1.10290 -1.83505 -0.186 -0.146 -0.743 0.2590
H 0.82197 -0.59423 1.26964 0.245 -0.123 -0.240 0.1203
O -0.52903 1.81142 0.62410 0.585 -0.661 0.720 -0.4207
C -1.06996 0.80621 1.03730 -1.460 2.292 -0.621 -0.3583
H -1.09782 0.55318 2.11523 0.371 -0.389 -0.325 0.3848
H -1.81772 0.40420 0.33201 0.206 -1.075 0.440 0.3371
```
Positions in Å, forces in eV/Å.

The highest E_LUMO belongs to which entry? C21H32N2O4

Look up the Kohn-Sham gap of the first one. 8.82 eV